53
Properties=species:S:1:pos:R:3 method="wB97M-V/def2-TZVPD" homo_lumo_gap_ev="5.68 / 5.75" multiplicity=2 homo_ev="-15.05 / -15.12" total_energy_ha=-1074.96043 total_charge=+2 e_lumo_ha="-0.3443 / -0.3444" molar_mass_da=307.55
C -3.58 -2.23 -1.48
C -3.04 -1.05 -2.35
B -2.48 0.18 -1.52
O -3.21 1.34 -1.56
C -1.09 0.15 -0.68
C -1.39 0.78 0.74
C -0.72 2.13 1.12
C 0.51 2.05 2.05
C 0.14 1.78 3.55
N 1.10 0.84 4.22
C -0.61 -1.31 -0.48
C 0.86 -1.50 -0.01
C 1.44 -2.81 -0.61
C 0.84 -1.78 1.53
N 1.73 -0.32 -0.20
O 2.88 -0.60 -0.17
C 1.44 0.53 -1.38
C 2.03 -0.03 -2.71
C 2.19 1.88 -1.16
C -0.05 0.88 -1.58
H -3.19 -2.21 -0.47
H -3.25 -3.16 -1.95
H -4.66 -2.22 -1.52
H -2.25 -1.38 -3.03
H -3.85 -0.72 -3.00
H -2.58 2.08 -1.50
H -1.16 0.07 1.54
H -2.47 0.93 0.82
H -0.45 2.77 0.28
H -1.46 2.70 1.69
H 1.02 3.01 2.00
H 1.24 1.29 1.74
H -0.86 1.37 3.64
H 0.25 2.72 4.06
H 1.96 0.82 3.69
H 0.74 -0.10 4.25
H -0.71 -1.88 -1.41
H -1.23 -1.80 0.26
H 1.68 -2.72 -1.67
H 0.71 -3.59 -0.44
H 2.31 -3.09 -0.03
H 1.87 -2.03 1.80
H 0.61 -0.88 2.08
H 0.19 -2.61 1.78
H 1.74 0.68 -3.48
H 3.11 -0.13 -2.65
H 1.52 -0.97 -2.96
H 3.27 1.74 -1.18
H 1.89 2.35 -0.23
H 1.92 2.56 -1.96
H -0.28 0.58 -2.61
H -0.17 1.96 -1.60
Mg 3.52 0.96 4.72